Entry 1:
The following is a quantum chemistry calculation of a 2-piece molecular cluster, H3NO4 overall at a distorted geometry, from OMol25.

net charge = 0
LUMO energy (spin up / spin down) = 0.13 / 0.13 eV
orbital gap (spin up / spin down) = 9.6 / 9.6 eV
E_tot = -9720.062 eV
energy above the lowest of the compared OMol25 structures with the same formula, charge and spin = 1.9784 eV

Element x y z (Å)
1 N 0.481 1.269 0.504
2 O 1.579 -0.429 -0.647
3 O -1.339 -0.017 0.665
4 O 1.397 0.627 0.514
5 O -1.578 0.031 -0.746
6 H -0.731 -0.189 -1.151
7 H 2.335 -0.968 -0.344
8 H -2.144 -0.324 1.204

---

Entry 2:
The following is a quantum chemistry calculation of a 2-piece molecular cluster, H3NO6 overall at a distorted geometry, from OMol25.

structure (SMILES) = O=[NH+][O-].OOOO
net charge = 0
LUMO energy = -0.44 eV
orbital gap = 10.7 eV
E_tot = -13813.153 eV

Element x y z (Å)
1 O -1.473 0.649 0.542
2 N -1.654 -0.106 -0.371
3 O -1.303 -1.251 -0.460
4 H -2.186 0.283 -1.201
5 O 1.266 -1.195 0.822
6 O 1.873 -0.476 -0.207
7 O 1.074 0.569 -0.615
8 O 1.225 1.701 0.182
9 H 0.603 -1.778 0.403
10 H 0.575 1.606 0.905

---

Entry 3:
The following is a quantum chemistry calculation of H3NO6P2 as an isolated structure at a distorted geometry, from OMol25.

net charge = -2
LUMO energy = 6.75 eV
orbital gap = 7.1 eV
E_tot = -32406.060 eV
energy above the lowest of the compared OMol25 structures with the same formula, charge and spin = 1.3870 eV

Element x y z (Å)
1 N -0.492 -0.239 1.183
2 O 1.587 1.115 0.507
3 O -0.699 1.850 -0.589
4 O -0.180 2.378 1.816
5 O -0.370 -2.566 -0.149
6 O 1.462 -1.162 -1.046
7 O -0.956 -0.607 -1.850
8 P 0.008 -1.080 -0.797
9 P 0.001 1.253 0.883
10 H -0.780 -2.301 0.668
11 H 1.671 0.206 0.204
12 H -1.253 1.152 -0.829

---

Entry 4:
The following is a quantum chemistry calculation of a 2-piece molecular cluster, H3NOS overall at a distorted geometry, from OMol25.

2S+1 = 3
net charge = 0
LUMO energy (spin up / spin down) = 0.63 / -1.90 eV
orbital gap (spin up / spin down) = 8.8 / 8.2 eV
E_tot = -14416.306 eV
energy above the lowest of the compared OMol25 structures with the same formula, charge and spin = 3.3643 eV

Element x y z (Å)
1 N -1.224 0.032 0.344
2 O 0.671 -0.056 0.665
3 S 1.562 0.975 0.014
4 H -1.664 -0.804 0.847
5 H -0.981 -0.453 -0.620
6 H 1.636 0.305 -1.250

---

Entry 5:
The following is a quantum chemistry calculation of a 2-piece molecular cluster, H3O2 overall at a distorted geometry, from OMol25.

net charge = -1
LUMO energy = 5.46 eV
orbital gap = 8.1 eV
E_tot = -4143.639 eV
energy above the lowest of the compared OMol25 structures with the same formula, charge and spin = 0.1888 eV

Element x y z (Å)
1 O 0.930 0.461 0.998
2 H 0.911 1.188 0.372
3 O -0.649 -0.818 -0.818
4 H -1.535 -0.640 -1.113
5 H 0.343 -0.191 0.561

---

Entry 6:
The following is a quantum chemistry calculation of a 2-piece molecular cluster, H3O3P overall at a distorted geometry, from OMol25.

net charge = 0
LUMO energy (spin up / spin down) = -1.82 / -1.85 eV
orbital gap (spin up / spin down) = 7.7 / 8.8 eV
E_tot = -15474.426 eV
energy above the lowest of the compared OMol25 structures with the same formula, charge and spin = 7.1679 eV

Element x y z (Å)
1 O -0.022 0.973 1.109
2 O -1.185 1.012 -1.722
3 O 0.717 -0.091 1.360
4 P 0.542 -1.503 0.664
5 H -0.334 0.726 -2.228
6 H -0.884 1.103 -0.882
7 H 1.167 -2.220 1.699

---

Entry 7:
The following is a quantum chemistry calculation of one molecule with the formula H3O3P at a distorted geometry, from OMol25.

structure (SMILES) = O=[PH](O)O
net charge = 0
LUMO energy = 0.71 eV
orbital gap = 12.3 eV
E_tot = -15481.493 eV
energy above the lowest of the compared OMol25 structures with the same formula, charge and spin = 0.1012 eV

Element x y z (Å)
1 O 0.693 0.931 -1.194
2 P -0.019 0.328 -0.101
3 O -0.790 -0.974 -0.672
4 O 0.964 -0.243 0.970
5 H -1.072 0.906 0.668
6 H -1.522 -1.228 -0.178
7 H 1.746 0.280 0.506

---

Entry 8:
The following is a quantum chemistry calculation of a 2-piece molecular cluster, H3O4PSi overall at a distorted geometry, from OMol25.

net charge = -2
LUMO energy = 7.07 eV
orbital gap = 7.6 eV
E_tot = -25405.503 eV
energy above the lowest of the compared OMol25 structures with the same formula, charge and spin = 1.8496 eV

Element x y z (Å)
1 O 0.708 -1.565 2.369
2 O -1.262 -2.834 1.299
3 O -1.727 0.310 1.300
4 O 2.038 -1.519 -0.975
5 Si 0.503 -1.329 -0.836
6 P -0.256 -1.702 1.236
7 H -1.989 -0.090 0.519
8 H -0.107 -2.326 -1.713
9 H -0.444 -0.160 -1.114

---

Entry 9:
The following is a quantum chemistry calculation of an isolated ion of composition H3O4PSi and charge -2 at a distorted geometry, from OMol25.

structure (SMILES) = O=[P@@]([O-])(O)[SiH2][O-]
net charge = -2
LUMO energy = 7.19 eV
orbital gap = 7.1 eV
E_tot = -25406.338 eV
energy above the lowest of the compared OMol25 structures with the same formula, charge and spin = 1.0154 eV

Element x y z (Å)
1 O -0.587 -1.136 -1.866
2 P -0.788 -0.450 -0.547
3 O -2.353 0.198 -0.147
4 O -0.589 -1.598 0.720
5 Si 1.075 0.769 0.043
6 O 1.556 0.690 1.529
7 H -1.004 -0.977 1.357
8 H 2.093 0.245 -0.932
9 H 0.597 2.259 -0.158